C3H4Br2N3 | wB97M-V/def2-TZVPD

Each atom is followed by the atoms it is bonded to, with distances in Å.
Element x y z (Å)
1 C -1.18732 -2.53272 0.50282  N4 1.124, H9 1.002
2 C 1.20053 0.80423 0.38433  N5 1.230, N6 1.421, Br7 1.956
3 C -0.77698 0.78432 -0.98298  N6 1.296, Br8 1.763, H10 1.140
4 N -1.26071 -1.70834 -0.25724  C1 1.124
5 N 0.57982 0.89197 1.44302  C2 1.230, H11 1.009
6 N 0.50311 0.63939 -0.84221  C2 1.421, C3 1.296, H12 1.071
7 Br 3.07249 1.10021 -0.10146  C2 1.956
8 Br -1.95348 1.46252 0.14148  C3 1.763
9 H -1.22310 -3.34738 1.08454  C1 1.002
10 H -1.13133 0.58604 -2.04848  C3 1.140
11 H 1.03328 0.91488 2.34436  N5 1.009
12 H 1.14371 0.40488 -1.66817  N6 1.071

## Properties
HOMO level = -14.561 eV
ΔE to the lowest compared entry with this formula, charge and spin = 19.7 kcal/mol
Net charge = +1
Kohn-Sham gap = 9.2894 eV
LUMO = -5.2720 eV

=====

C5H11NO | wB97M-V/def2-TZVPD

Each atom is followed by the atoms it is bonded to, with distances in Å.
Element x y z (Å)
1 C 0.52297 -0.77652 -0.14988  C2 1.330, C4 1.547, H7 1.079
2 C 1.04742 -0.44019 1.02465  C1 1.330, N3 1.457, H8 1.099
3 N 1.87002 0.75202 1.17906  C2 1.457, H9 1.013, H10 1.021
4 C -0.26332 -2.10612 -0.22933  C1 1.547, C5 1.536, H11 1.088, H12 1.100
5 C -1.13406 -1.89389 -1.47624  C4 1.536, C6 1.364, H13 1.082
6 C -2.24981 -2.63191 -1.74019  C5 1.364, H14 1.080, H15 1.089
7 H 0.69302 -0.12851 -0.99572  C1 1.079
8 H 0.81690 -0.99666 1.94400  C2 1.099
9 H 1.71612 1.24851 2.04804  N3 1.013
10 H 2.82063 0.39466 1.28340  N3 1.021
11 H -0.81703 -2.02870 0.70358  C4 1.088
12 H 0.38415 -2.99508 -0.24153  C4 1.100
13 H -0.81805 -1.11845 -2.16105  C5 1.082
14 H -3.17260 -2.16617 -2.05418  C6 1.080
15 H -2.33398 -3.65488 -1.37583  C6 1.089
16 H 0.41521 5.99379 0.35376  O18 0.961
17 H -0.02326 4.48971 0.48328  O18 0.965
18 O -0.02020 5.35103 0.91936  H16 0.961, H17 0.965

## Properties
HOMO level = -8.878 eV
ΔE to the lowest compared entry with this formula, charge and spin = 80.0 kcal/mol
Net charge = 0
SMILES = C=CC/C=C/N.O
Kohn-Sham gap = 9.7708 eV
LUMO = 0.8926 eV

=====

> Which of these has the lowest net charge?

C5H11NO

=====

> What is the net charge in the first record?

+1

=====

> Look up the HOMO level of the first one.

-14.561 eV

=====

> Which formula does entry 1 have?

C3H4Br2N3